Entry 1:
Formula: C2H2FNO
Source: OMol25
Level of theory: the ωB97M-V functional and the def2-TZVPD basis

CARTESIAN COORDINATES (ANGSTROEM)
1 C 0.98 0.47 0.12
2 C 0.03 -0.56 0.40
3 N 1.68 1.33 -0.14
4 O -1.40 0.11 -0.69
5 F 0.28 -1.75 -0.10
6 H -0.46 -0.58 1.37
7 H -1.10 0.99 -0.95

Total charge: 0
2S+1: 1
Relative energy (zero: lowest compared OMol25 entry of this formula, charge and spin) (eV): 2.0586
HOMO energy (eV): -11.3738

Löwdin population analysis, charges in e, atoms 1 to 4: number 1, C, carries -0.173; number 2, C, carries -0.168; number 3, N, carries 0.198; number 4, O, carries -0.119

Entry 2:
Formula: C3H11N2O
Source: OMol25
Level of theory: the ωB97M-V functional and the def2-TZVPD basis

CARTESIAN COORDINATES (ANGSTROEM)
1 C 0.97 0.52 2.32
2 C 1.20 -0.37 1.22
3 O 0.54 -0.21 0.15
4 N 2.18 -1.37 1.49
5 H 1.40 1.37 1.92
6 H 1.26 0.53 3.34
7 H 2.60 -1.94 0.86
8 H 2.67 -1.41 2.36
9 H -0.17 0.46 2.41
10 C -2.20 0.71 -1.96
11 N -0.92 -0.03 -2.02
12 H 0.00 0.53 -2.18
13 H -0.66 -0.48 -1.12
14 H -0.95 -0.82 -2.60
15 H -3.00 -0.04 -2.54
16 H -2.24 1.59 -2.65
17 H -2.68 0.97 -0.99

Total charge: +1
2S+1: 1
Relative energy (zero: lowest compared OMol25 entry of this formula, charge and spin) (eV): 1.9384
HOMO energy (eV): -14.2197

Löwdin population analysis, charges in e, atoms 1 to 4: number 1, C, carries -0.014; number 2, C, carries -0.474; number 3, O, carries -0.041; number 4, N, carries 0.204

Entry 3:
Formula: C31H34BN6NiO4S
Source: OMol25
Level of theory: the ωB97M-V functional and the def2-TZVPD basis

CARTESIAN COORDINATES (ANGSTROEM)
1 Ni -0.67 0.80 -0.07
2 S 0.86 -0.89 -0.66
3 C 0.07 -2.11 0.41
4 N 0.25 -3.39 0.20
5 N 1.16 -3.75 -0.77
6 C 1.02 -4.97 -1.38
7 C 0.07 -5.91 -0.96
8 C 0.00 -7.15 -1.59
9 C 0.85 -7.48 -2.64
10 C 1.78 -6.54 -3.06
11 C 1.87 -5.30 -2.45
12 N -0.74 -1.74 1.41
13 N -1.02 -0.45 1.53
14 C -1.82 -0.19 2.66
15 C -2.39 -1.21 3.43
16 C -3.16 -0.89 4.54
17 C -3.38 0.43 4.91
18 C -2.82 1.44 4.13
19 C -2.05 1.14 3.02
20 H 1.65 -3.02 -1.27
21 H -0.59 -5.65 -0.15
22 H -0.73 -7.86 -1.24
23 H 0.78 -8.45 -3.12
24 H 2.44 -6.77 -3.89
25 H 2.60 -4.58 -2.78
26 H -2.22 -2.24 3.15
27 H -3.59 -1.70 5.13
28 H -3.99 0.67 5.77
29 H -3.00 2.48 4.39
30 H -1.66 1.93 2.40
31 O -4.26 2.84 -0.12
32 C -3.33 2.03 -0.13
33 O -2.15 2.22 0.30
34 C -3.61 0.67 -0.77
35 C -4.92 0.25 -0.98
36 C -5.13 -0.99 -1.56
37 C -4.04 -1.77 -1.92
38 C -2.77 -1.26 -1.69
39 N -2.56 -0.08 -1.12
40 H -5.72 0.91 -0.69
41 H -6.14 -1.35 -1.72
42 H -4.16 -2.74 -2.37
43 H -1.88 -1.83 -1.94
44 C 1.41 1.94 3.17
45 C 2.50 1.13 2.48
46 C 3.53 0.65 3.48
47 O 1.88 -0.03 1.88
48 B 1.46 0.37 0.62
49 O 2.11 1.54 0.21
50 C 3.08 1.85 1.23
51 C 3.17 3.36 1.36
52 C 4.42 1.27 0.78
53 H 0.87 1.29 3.86
54 H 0.69 2.31 2.45
55 H 1.83 2.78 3.72
56 H 3.02 0.16 4.32
57 H 4.10 1.49 3.87
58 H 4.21 -0.07 3.04
59 H 2.18 3.80 1.46
60 H 3.65 3.79 0.48
61 H 3.77 3.64 2.24
62 H 4.36 0.18 0.70
63 H 5.23 1.53 1.47
64 H 4.66 1.68 -0.20
65 C 1.03 4.82 -4.97
66 C 0.64 3.88 -3.87
67 C 1.36 2.73 -3.60
68 C 0.95 1.89 -2.58
69 N -0.12 2.11 -1.82
70 C -0.82 3.22 -2.07
71 C -0.48 4.12 -3.07
72 H 2.04 4.63 -5.31
73 H 0.96 5.86 -4.65
74 H 0.36 4.71 -5.83
75 H 2.25 2.48 -4.17
76 H 1.52 0.99 -2.36
77 H -1.66 3.40 -1.42
78 H -1.09 5.00 -3.22

Total charge: -1
2S+1: 3
HOMO energy (alpha / beta) (eV): -3.0059 / -4.0141
⟨S²⟩: 2.0693

Löwdin population analysis, charges in e, atoms 1 to 4: number 1, Ni, carries 0.268; number 2, S, carries 1.051; number 3, C, carries -0.626; number 4, N, carries 0.033